{"formula": "C45H48Cl8F5N7O5", "method": "wB97M-V/def2-TZVPD", "smiles": "C[C@H](F)CN(c1cccnc1)[C@](CN)(CCCF)[C@](N)(C[C@@H](C)F)O[C@@](CN)(ON=O)N(C(=O)F)C(=O)F.Clc1ccccc1Cl.Clc1ccccc1Cl.Clc1ccccc1Cl.Clc1ccccc1Cl", "gap_ev": 7.83, "spin_multiplicity": 1, "relative_energy_kcal_mol": 0.0, "homo_energy_ev": -7.97, "energy_ha": -6683.83880, "total_charge": 0, "symbols": ["C", "C", "F", "C", "N", "C", "C", "C", "C", "N", "C", "C", "C", "N", "C", "C", "C", "F", "C", "N", "C", "C", "C", "F", "O", "C", "C", "N", "O", "N", "O", "N", "C", "O", "F", "C", "O", "F", "H", "H", "H", "H", "H", "H", "H", "H", "H", "H", "H", "H", "H", "H", "H", "H", "H", "H", "H", "H", "H", "H", "H", "H", "H", "H", "H", "H", "H", "H", "H", "H", "Cl", "C", "C", "C", "C", "C", "C", "Cl", "H", "H", "H", "H", "Cl", "C", "C", "C", "C", "C", "C", "Cl", "H", "H", "H", "H", "Cl", "C", "C", "C", "C", "C", "C", "Cl", "H", "H", "H", "H", "Cl", "C", "C", "C", "C", "C", "C", "Cl", "H", "H", "H", "H"], "xyz": [[4.0577, -1.8047, 0.2125], [3.8155, -0.5302, -0.5767], [3.6865, 0.5164, 0.3389], [2.6049, -0.5619, -1.5610], [1.4889, 0.3280, -1.3039], [1.7329, 1.6519, -1.7739], [1.6369, 1.9123, -3.1418], [1.9702, 3.1664, -3.6173], [2.3829, 4.1396, -2.7159], [2.5143, 3.9099, -1.4164], [2.2042, 2.6905, -0.9704], [0.2675, -0.1286, -0.6230], [-0.4214, 1.0331, 0.1183], [0.3702, 1.5748, 1.2418], [0.7125, -1.2100, 0.3848], [-0.2257, -1.8639, 1.4117], [-0.4737, -1.1378, 2.7224], [-1.7191, -0.4939, 2.7686], [-0.7537, -0.7104, -1.7171], [-0.8455, 0.2814, -2.7499], [-2.1515, -1.1059, -1.1707], [-3.3874, -0.3519, -1.6752], [-3.5699, 1.1046, -1.2805], [-3.5688, -0.4800, -3.0591], [-0.0215, -1.8423, -2.2679], [-0.5204, -2.8748, -3.0016], [0.6012, -3.4057, -3.9062], [1.6655, -3.9680, -3.0770], [-0.9258, -4.0047, -2.2023], [-0.4569, -3.9755, -0.8388], [-0.4270, -5.0504, -0.4194], [-1.7674, -2.5896, -3.7817], [-1.6727, -2.1763, -5.1039], [-2.3272, -2.5466, -6.0084], [-0.7396, -1.2095, -5.2423], [-2.7976, -3.5943, -3.6326], [-3.7714, -3.4711, -2.9957], [-2.5103, -4.7152, -4.3226], [3.2886, -1.9706, 0.9658], [5.0110, -1.7162, 0.7416], [4.1296, -2.6781, -0.4376], [4.7277, -0.3262, -1.1485], [3.0101, -0.2897, -2.5424], [2.2926, -1.5998, -1.6723], [1.3143, 1.1176, -3.8026], [1.8934, 3.3984, -4.6730], [2.6219, 5.1290, -3.0917], [2.3555, 2.5043, 0.0841], [-1.3707, 0.6876, 0.5258], [-0.6695, 1.8340, -0.5860], [0.4973, 2.5710, 1.0991], [-0.2069, 1.5302, 2.0760], [1.1603, -2.0324, -0.1678], [1.5199, -0.7460, 0.9564], [-1.1597, -2.2538, 1.0109], [0.3109, -2.7701, 1.7220], [0.3145, -0.4146, 2.9457], [-0.4855, -1.8559, 3.5471], [-0.9849, 1.2242, -2.4361], [-1.3755, 0.0349, -3.5631], [-2.3659, -2.1571, -1.3736], [-2.2217, -1.0335, -0.0854], [-4.2202, -0.8948, -1.2148], [-3.0487, 1.7965, -1.9442], [-4.6311, 1.3534, -1.3639], [-3.2818, 1.2765, -0.2437], [1.0212, -2.5711, -4.4654], [0.1790, -4.1598, -4.5757], [1.5496, -4.9670, -2.9690], [2.5674, -3.7905, -3.4947], [-4.6302, -0.8979, 1.5438], [-4.9337, -1.9338, 2.8929], [-4.4735, -1.5496, 4.1442], [-4.7053, -2.3597, 5.2424], [-5.3959, -3.5549, 5.0908], [-5.8502, -3.9399, 3.8410], [-5.6190, -3.1310, 2.7377], [-6.1867, -3.6406, 1.1865], [-3.9341, -0.6181, 4.2485], [-4.3454, -2.0567, 6.2163], [-5.5806, -4.1902, 5.9464], [-6.3858, -4.8700, 3.7128], [4.4626, -7.6400, 0.4434], [5.8273, -6.6079, 0.2028], [7.0148, -6.8966, 0.8594], [8.1224, -6.0857, 0.6809], [8.0476, -4.9810, -0.1562], [6.8638, -4.6896, -0.8116], [5.7535, -5.5015, -0.6327], [4.2859, -5.1023, -1.4565], [7.0639, -7.7587, 1.5095], [9.0442, -6.3170, 1.1969], [8.9104, -4.3452, -0.2998], [6.7939, -3.8305, -1.4644], [-1.2332, 4.8718, 0.0678], [-1.0065, 6.5118, -0.4365], [-1.1863, 7.5280, 0.4900], [-0.9923, 8.8470, 0.1192], [-0.6140, 9.1522, -1.1813], [-0.4398, 8.1386, -2.1072], [-0.6411, 6.8154, -1.7394], [-0.4209, 5.5759, -2.9176], [-1.4808, 7.2794, 1.5002], [-1.1348, 9.6351, 0.8458], [-0.4565, 10.1805, -1.4763], [-0.1495, 8.3667, -3.1231], [-2.5145, 2.2233, 3.4990], [-2.0642, 3.6509, 4.3614], [-1.4573, 4.6731, 3.6474], [-1.0676, 5.8334, 4.2925], [-1.2912, 5.9732, 5.6562], [-1.8996, 4.9533, 6.3686], [-2.2869, 3.7873, 5.7237], [-3.0358, 2.5260, 6.6393], [-1.3113, 4.5268, 2.5858], [-0.5862, 6.6262, 3.7353], [-0.9909, 6.8772, 6.1683], [-2.0754, 5.0549, 7.4303]], "atomic_forces_ev_per_a": [[0.268, 0.121, 0.189], [0.071, -0.216, 0.120], [0.005, -0.044, -0.050], [0.234, -0.086, -0.318], [0.375, -0.143, 0.550], [-0.201, 0.122, -0.330], [0.125, 0.042, 0.037], [-0.060, 0.014, -0.073], [0.067, -0.271, -0.240], [-0.059, 0.108, -0.020], [-0.071, -0.183, 0.156], [-0.098, -0.228, -0.117], [0.039, 0.164, 0.168], [-0.393, 0.195, -0.042], [-0.061, 0.033, 0.184], [0.260, -0.254, 0.203], [0.129, -0.349, 0.345], [0.184, 0.136, -0.297], [-0.199, 0.710, 0.175], [0.778, -0.251, -0.210], [-0.202, -0.369, -0.172], [-0.228, -0.151, 0.598], [-0.289, 0.127, -0.327], [0.070, 0.104, 0.018], [-0.213, 0.072, -0.230], [0.073, 0.148, 0.382], [0.515, -0.147, 0.294], [-0.202, 0.109, -0.042], [-0.044, -0.064, -0.135], [0.269, 0.092, -0.037], [-0.191, -0.077, 0.082], [0.293, -0.504, -0.520], [0.309, 0.258, 0.533], [-0.384, 0.065, -0.441], [-0.128, -0.291, 0.049], [0.241, -0.122, -0.151], [-0.166, -0.119, 0.048], [-0.088, 0.465, 0.270], [-0.081, -0.044, -0.126], [-0.052, 0.002, -0.014], [-0.146, 0.128, -0.035], [-0.106, 0.138, -0.023], [-0.065, 0.000, 0.030], [-0.155, 0.091, 0.041], [-0.027, 0.061, 0.033], [0.037, 0.005, 0.021], [0.072, 0.046, 0.208], [0.026, 0.002, -0.019], [0.023, -0.145, -0.137], [0.080, -0.027, 0.019], [0.233, -0.061, -0.070], [0.062, -0.108, 0.010], [-0.078, 0.087, -0.074], [-0.074, 0.068, -0.048], [-0.059, 0.158, 0.024], [-0.009, 0.028, -0.088], [-0.153, 0.125, -0.147], [-0.142, 0.009, -0.069], [-0.125, 0.016, -0.016], [-0.436, 0.114, 0.154], [0.124, 0.069, 0.023], [0.159, 0.110, -0.050], [0.014, -0.066, -0.205], [0.188, -0.090, 0.154], [0.054, -0.018, 0.000], [0.074, -0.005, -0.040], [-0.213, -0.045, -0.097], [-0.134, 0.181, -0.140], [0.063, -0.003, 0.015], [0.035, -0.066, 0.035], [-0.079, 0.053, -0.039], [0.094, 0.067, 0.049], [0.002, 0.017, 0.079], [-0.029, -0.051, -0.015], [0.030, 0.043, -0.004], [0.005, -0.017, 0.080], [-0.027, -0.064, -0.034], [0.010, 0.007, -0.004], [0.006, 0.004, -0.051], [0.002, 0.014, 0.000], [-0.005, -0.011, -0.004], [-0.008, 0.005, -0.050], [-0.003, 0.012, -0.003], [-0.015, -0.064, 0.043], [0.074, 0.016, 0.015], [-0.010, 0.038, -0.029], [0.000, -0.040, 0.030], [0.062, 0.027, 0.016], [-0.001, 0.056, -0.054], [-0.035, -0.096, -0.033], [-0.047, -0.016, -0.008], [0.000, -0.011, 0.005], [-0.003, 0.011, -0.004], [-0.048, -0.008, -0.011], [-0.038, -0.087, -0.183], [0.025, -0.012, 0.115], [-0.007, 0.058, 0.036], [0.018, 0.011, -0.051], [-0.016, -0.019, 0.049], [-0.025, 0.077, 0.019], [0.046, 0.030, -0.105], [-0.167, 0.018, -0.015], [-0.015, -0.049, -0.008], [-0.003, -0.004, 0.010], [0.003, 0.001, -0.011], [0.000, -0.050, -0.017], [-0.059, -0.047, 0.103], [-0.017, 0.023, -0.124], [-0.005, -0.030, 0.007], [-0.010, -0.005, 0.034], [-0.003, -0.010, -0.042], [0.038, 0.075, 0.005], [-0.010, -0.019, 0.067], [-0.008, -0.005, -0.013], [0.063, 0.128, 0.118], [0.015, -0.010, -0.010], [0.001, -0.002, 0.012], [-0.021, -0.044, 0.006]]}